P.
C5H8NO | ωB97M-V/def2-TZVPD

CARTESIAN COORDINATES (ANGSTROEM)
C (-1.63, 0.16, -0.61)
C (0.30, 0.96, 0.68)
C (-1.34, -0.87, 0.39)
C (0.81, -1.46, 0.02)
C (1.31, -0.03, -0.05)
N (-1.03, 0.48, 0.68)
O (-0.39, -1.84, 0.15)
H (-2.56, 0.56, -0.64)
H (0.61, 1.01, 1.69)
H (0.21, 1.99, 0.38)
H (-2.23, -1.30, 0.80)
H (1.49, -2.23, -0.19)
H (-1.00, 0.03, -1.47)
H (1.45, 0.04, -1.15)
H (2.30, 0.05, 0.40)

Results
orbital gap	0.3132	Eh
total charge	+1
spin multiplicity	1
E_LUMO	-5.9	eV

Atomic charges from the Löwdin analysis, expressed in e, are listed below: number 1, C, carries 0.012; number 2, C, carries -0.124; number 3, C, carries -0.250; number 4, C, carries 0.086; number 5, C, carries -0.027; number 6, N, carries -0.009; number 7, O, carries 0.187; number 8, H, carries 0.107; number 9, H, carries 0.117; number 10, H, carries 0.143; number 11, H, carries 0.174; number 12, H, carries 0.151; number 13, H, carries 0.135; number 14, H, carries 0.163; number 15, H, carries 0.135

Q.
C5H8NO | ωB97M-V/def2-TZVPD

CARTESIAN COORDINATES (ANGSTROEM)
C (-2.47, 0.04, 0.57)
C (-1.52, -0.03, -0.51)
C (-1.63, -1.04, 0.51)
C (1.39, 1.40, -0.04)
C (1.16, 0.08, -0.60)
N (1.29, -1.13, 0.03)
O (0.06, 0.80, 0.03)
H (-3.30, 0.71, 1.06)
H (-1.42, -0.02, -1.60)
H (1.48, 2.46, -0.56)
H (1.75, 1.44, 0.95)
H (1.14, 0.00, -1.63)
H (-1.32, -1.89, 0.96)
H (1.42, -1.06, 1.10)
H (1.96, -1.75, -0.28)

Results
orbital gap	0.3834	Eh
total charge	+1
spin multiplicity	1
E_LUMO	-3.6	eV

Atomic charges from the Löwdin analysis, expressed in e, are listed below: number 1, C, carries 0.120; number 2, C, carries 0.026; number 3, C, carries 0.111; number 4, C, carries 0.021; number 5, C, carries -0.351; number 6, N, carries 0.117; number 7, O, carries -0.127; number 8, H, carries 0.182; number 9, H, carries 0.158; number 10, H, carries 0.175; number 11, H, carries 0.106; number 12, H, carries 0.136; number 13, H, carries 0.093; number 14, H, carries 0.163; number 15, H, carries 0.070

R.
C5H8NO | ωB97M-V/def2-TZVPD

CARTESIAN COORDINATES (ANGSTROEM)
C (3.65, 0.84, 0.25)
C (3.14, -0.37, 0.27)
C (1.91, -0.68, -0.22)
C (0.78, -1.14, -0.52)
C (-3.71, 0.20, 0.10)
N (-2.41, -0.34, -0.07)
O (-1.47, 0.06, 0.66)
H (4.53, 1.10, 0.90)
H (3.03, 1.69, -0.08)
H (3.74, -1.25, 0.57)
H (-0.08, -0.45, -0.24)
H (0.72, -1.96, -1.20)
H (-3.97, 0.27, 1.27)
H (-4.48, -0.39, -0.46)
H (-3.57, 1.26, -0.31)

Results
orbital gap	0.2620	Eh
total charge	+1
spin multiplicity	1
E_LUMO	-6.2	eV

Atomic charges from the Löwdin analysis, expressed in e, are listed below: number 1, C, carries 0.150; number 2, C, carries -0.136; number 3, C, carries 0.080; number 4, C, carries 0.147; number 5, C, carries -0.084; number 6, N, carries -0.081; number 7, O, carries -0.060; number 8, H, carries 0.121; number 9, H, carries 0.110; number 10, H, carries 0.159; number 11, H, carries 0.096; number 12, H, carries 0.127; number 13, H, carries 0.148; number 14, H, carries 0.097; number 15, H, carries 0.127

S.
C5H8NO | ωB97M-V/def2-TZVPD

CARTESIAN COORDINATES (ANGSTROEM)
C (2.58, -0.61, 0.09)
C (0.39, 0.67, 0.00)
C (1.82, 0.47, -0.10)
C (-1.62, -0.68, -0.62)
C (-0.74, -0.33, 0.53)
N (-1.96, 0.38, 0.35)
O (-0.18, 1.78, -0.21)
H (2.19, -1.58, 0.02)
H (3.59, -0.48, 0.28)
H (2.23, 1.39, -0.04)
H (-1.52, -0.24, -1.67)
H (-2.27, -1.49, -0.66)
H (-0.63, -1.12, 1.23)
H (-1.16, 1.68, -0.18)
H (-2.72, 0.18, 0.98)

Results
orbital gap	0.3578	Eh
total charge	+1
spin multiplicity	1
E_LUMO	-5.8	eV

Atomic charges from the Löwdin analysis, expressed in e, are listed below: number 1, C, carries 0.183; number 2, C, carries -0.109; number 3, C, carries -0.025; number 4, C, carries -0.049; number 5, C, carries -0.151; number 6, N, carries 0.013; number 7, O, carries 0.214; number 8, H, carries 0.085; number 9, H, carries 0.080; number 10, H, carries 0.092; number 11, H, carries 0.157; number 12, H, carries 0.104; number 13, H, carries 0.155; number 14, H, carries 0.108; number 15, H, carries 0.144

Which is most stable, and by how much? S, by 6.6 kcal/mol.

P.
C6H15N | ωB97M-V/def2-TZVPD

CARTESIAN COORDINATES (ANGSTROEM)
C (1.38, 1.50, 1.46)
N (0.42, 1.38, 0.43)
C (0.46, 0.40, -0.51)
C (-0.85, 0.05, -1.19)
C (-1.70, -1.05, -0.54)
C (-2.12, -0.96, 0.93)
C (1.75, 0.27, -1.30)
H (0.95, 1.90, 2.38)
H (1.85, 0.56, 1.83)
H (2.27, 2.12, 1.23)
H (0.62, -0.14, 0.57)
H (0.76, -1.34, 0.48)
H (-0.55, -0.34, -2.17)
H (-1.39, 0.99, -1.33)
H (-0.92, -1.82, -0.44)
H (-2.51, -1.27, -1.24)
H (-2.90, -1.69, 1.13)
H (-1.26, -1.26, 1.52)
H (-2.42, 0.06, 1.21)
H (2.54, 0.60, -0.63)
H (1.96, -0.77, -1.59)
H (1.67, 0.80, -2.24)

Results
orbital gap	0.3110	Eh
total charge	0
spin multiplicity	1
E_LUMO	0.2	eV

Atomic charges from the Löwdin analysis, expressed in e, are listed below: number 1, C, carries -0.187; number 2, N, carries -0.023; number 3, C, carries -0.531; number 4, C, carries -0.164; number 5, C, carries -0.263; number 6, C, carries -0.117; number 7, C, carries -0.040; number 8, H, carries 0.072; number 9, H, carries 0.086; number 10, H, carries 0.082; number 11, H, carries 0.074; number 12, H, carries 0.167; number 13, H, carries 0.112; number 14, H, carries 0.124; number 15, H, carries 0.071; number 16, H, carries 0.104; number 17, H, carries 0.067; number 18, H, carries 0.048; number 19, H, carries 0.073; number 20, H, carries 0.072; number 21, H, carries 0.082; number 22, H, carries 0.090

Q.
C6H15N | ωB97M-V/def2-TZVPD

CARTESIAN COORDINATES (ANGSTROEM)
C (0.04, 1.32, 1.78)
N (-0.17, 0.23, 0.83)
C (-0.04, 0.64, -0.56)
C (-0.42, -0.52, -1.53)
C (-0.25, -1.90, -0.89)
C (0.45, -0.40, -2.84)
C (0.20, 0.79, 3.20)
H (-0.85, 1.94, 1.73)
H (0.87, 1.91, 1.49)
H (-1.05, -0.21, 1.02)
H (-0.65, 1.50, -0.83)
H (0.98, 1.01, -0.69)
H (-1.45, -0.31, -1.81)
H (0.56, -2.48, -1.33)
H (-0.06, -1.91, 0.18)
H (-1.18, -2.48, -0.95)
H (1.17, -1.21, -2.92)
H (1.11, 0.47, -2.71)
H (-0.11, -0.38, -3.78)
H (0.87, -0.08, 3.22)
H (-0.79, 0.55, 3.60)
H (0.76, 1.50, 3.80)

Results
orbital gap	0.3543	Eh
total charge	0
structure (SMILES)	CCNCC(C)C
spin multiplicity	1
E_LUMO	1.1	eV

Atomic charges from the Löwdin analysis, expressed in e, are listed below: number 1, C, carries -0.290; number 2, N, carries -0.111; number 3, C, carries -0.232; number 4, C, carries -0.364; number 5, C, carries -0.083; number 6, C, carries -0.069; number 7, C, carries -0.094; number 8, H, carries 0.106; number 9, H, carries 0.092; number 10, H, carries 0.113; number 11, H, carries 0.114; number 12, H, carries 0.108; number 13, H, carries 0.119; number 14, H, carries 0.068; number 15, H, carries 0.056; number 16, H, carries 0.069; number 17, H, carries 0.057; number 18, H, carries 0.065; number 19, H, carries 0.072; number 20, H, carries 0.071; number 21, H, carries 0.068; number 22, H, carries 0.065

Which is most stable, and by how much? Q, by 106.6 kcal/mol.

P.
CH2O2S | ωB97M-V/def2-TZVPD

CARTESIAN COORDINATES (ANGSTROEM)
C (-0.04, -0.13, -0.31)
H (-1.19, 1.25, 0.04)
H (0.97, -0.47, 1.30)
O (-0.36, 0.95, 0.35)
O (0.96, -0.93, 0.40)
S (-0.34, -0.67, -1.78)

Results
orbital gap	0.3527	Eh
total charge	0
structure (SMILES)	OC(O)=S
spin multiplicity	1
E_LUMO	0.4	eV

Atomic charges from the Löwdin analysis, expressed in e, are listed below: number 1, C, carries -0.984; number 2, H, carries 0.103; number 3, H, carries 0.127; number 4, O, carries 0.072; number 5, O, carries -0.070; number 6, S, carries 0.753

Q.
CH2O2S | ωB97M-V/def2-TZVPD

CARTESIAN COORDINATES (ANGSTROEM)
C (-0.37, 0.42, -1.21)
O (-0.20, -0.37, 2.10)
O (1.58, -1.34, 0.79)
S (0.75, -0.21, 1.01)
H (-0.41, 1.49, -1.18)
H (-1.34, 0.02, -1.51)

Results
orbital gap (spin up / spin down)	0.2979 / 0.2990	Eh
total charge	0
spin multiplicity	1
E_LUMO (spin up / spin down)	-1.8 / -2.3	eV

Atomic charges from the Löwdin analysis, expressed in e, are listed below: number 1, C, carries 0.131; number 2, O, carries -0.427; number 3, O, carries -0.417; number 4, S, carries 0.792; number 5, H, carries -0.049; number 6, H, carries -0.030

Which is most stable, and by how much? P, by 104.6 kcal/mol.

P.
H4NS | ωB97M-V/def2-TZVPD

CARTESIAN COORDINATES (ANGSTROEM)
N (-0.93, -2.27, 0.19)
H (-1.18, -1.26, 0.13)
H (0.08, -2.10, 0.15)
H (-1.04, -2.45, 1.18)
S (0.43, 1.22, -0.10)
H (1.52, 1.45, -0.83)

Results
orbital gap	0.2698	Eh
total charge	-1
spin multiplicity	1
E_LUMO	4.8	eV

Atomic charges from the Löwdin analysis, expressed in e, are listed below: number 1, N, carries -0.034; number 2, H, carries -0.048; number 3, H, carries -0.022; number 4, H, carries -0.024; number 5, S, carries -0.363; number 6, H, carries -0.510

Q.
H4NS | ωB97M-V/def2-TZVPD

CARTESIAN COORDINATES (ANGSTROEM)
N (-0.61, -0.34, 2.07)
H (-0.03, -0.66, 1.16)
H (-1.34, -1.02, 2.55)
H (-0.99, 0.63, 1.77)
S (0.39, 0.13, -1.20)
H (0.37, 1.37, -0.79)

Results
orbital gap	0.2725	Eh
total charge	-1
spin multiplicity	1
E_LUMO	4.8	eV

Atomic charges from the Löwdin analysis, expressed in e, are listed below: number 1, N, carries -0.144; number 2, H, carries -0.072; number 3, H, carries 0.006; number 4, H, carries -0.002; number 5, S, carries -0.282; number 6, H, carries -0.507

R.
H4NS | ωB97M-V/def2-TZVPD

CARTESIAN COORDINATES (ANGSTROEM)
S (0.08, 0.87, -1.46)
H (0.64, 1.57, -2.45)
N (-0.03, -0.84, 1.05)
H (-0.15, -0.27, 1.88)
H (0.38, -0.23, 0.30)
H (-0.93, -1.10, 0.67)

Results
orbital gap	0.2786	Eh
total charge	-1
spin multiplicity	1
E_LUMO	4.9	eV

Atomic charges from the Löwdin analysis, expressed in e, are listed below: number 1, S, carries -0.190; number 2, H, carries -0.477; number 3, N, carries -0.071; number 4, H, carries -0.027; number 5, H, carries -0.205; number 6, H, carries -0.030

Which is most stable, and by how much? P, by 1.5 kcal/mol.